No. 1
{
  "formula": "C22H23NO5",
  "method": "ωB97M-V/def2-TZVPD",
  "elements": ["C", "C", "O", "C", "C", "C", "C", "N", "C", "C", "C", "C", "C", "O", "C", "C", "O", "C", "C", "C", "O", "C", "C", "C", "C", "O", "C", "C", "H", "H", "H", "H", "H", "H", "H", "H", "H", "H", "H", "H", "H", "H", "H", "H", "H", "H", "H", "H", "H", "H", "H"],
  "coordinates": [[-3.159, 3.058, 2.691], [-2.369, 4.151, 1.977], [-2.380, 4.000, 0.571], [-1.626, 3.031, -0.013], [-0.687, 2.233, 0.633], [0.025, 1.286, -0.080], [-0.176, 1.125, -1.443], [0.510, 0.108, -2.151], [-0.284, -1.085, -2.440], [-0.595, -1.805, -1.156], [-1.763, -1.564, -0.453], [-1.964, -2.183, 0.764], [-1.017, -3.035, 1.324], [-1.375, -3.542, 2.539], [-0.654, -4.597, 3.133], [0.183, -3.264, 0.622], [1.133, -4.077, 1.190], [2.320, -4.321, 0.476], [0.363, -2.648, -0.608], [1.863, 0.021, -2.224], [2.442, -1.002, -2.558], [2.624, 1.251, -1.946], [3.981, 1.368, -1.776], [4.237, 2.741, -1.581], [3.024, 3.359, -1.655], [2.047, 2.472, -1.874], [-1.111, 1.922, -2.092], [-1.824, 2.865, -1.386], [-3.164, 3.249, 3.761], [-4.184, 3.050, 2.330], [-2.723, 2.079, 2.508], [-2.843, 5.122, 2.146], [-1.340, 4.201, 2.354], [-0.500, 2.330, 1.691], [0.744, 0.660, 0.428], [0.314, -1.711, -3.105], [-1.202, -0.771, -2.943], [-2.514, -0.900, -0.853], [-2.870, -2.018, 1.326], [0.346, -4.284, 3.442], [-1.235, -4.878, 4.012], [-0.571, -5.456, 2.463], [2.879, -3.399, 0.290], [2.910, -4.978, 1.114], [2.122, -4.823, -0.476], [1.275, -2.796, -1.162], [4.686, 0.564, -1.791], [5.187, 3.204, -1.413], [2.738, 4.389, -1.574], [-1.271, 1.803, -3.153], [-2.550, 3.495, -1.876]],
  "nbo_charge": [-0.639, -0.062, -0.495, 0.309, -0.324, -0.138, 0.111, -0.446, -0.232, -0.064, -0.210, -0.242, 0.262, -0.500, -0.239, 0.225, -0.512, -0.251, -0.243, 0.645, -0.630, 0.150, -0.238, -0.322, 0.117, -0.388, -0.193, -0.247, 0.215, 0.215, 0.215, 0.194, 0.169, 0.219, 0.217, 0.244, 0.206, 0.214, 0.224, 0.184, 0.186, 0.179, 0.182, 0.197, 0.179, 0.234, 0.243, 0.231, 0.206, 0.220, 0.224],
  "smiles": "CCOc1ccc(N(Cc2ccc(OC)c(OC)c2)C(=O)c2ccco2)cc1",
  "homo_energy_ev": -7.9,
  "homo_lumo_gap_ev": 8.7,
  "e_above_lowest_ev": 2.727,
  "e_tot_ev": -34913.3958
}

No. 2
{
  "formula": "C22H24AsF3N5OPtS",
  "method": "ωB97M-V/def2-TZVPD",
  "elements": ["Pt", "S", "C", "N", "N", "C", "C", "C", "C", "C", "C", "N", "N", "C", "C", "C", "C", "C", "C", "H", "H", "H", "H", "H", "H", "H", "H", "H", "H", "H", "C", "As", "C", "C", "O", "H", "H", "H", "H", "H", "H", "H", "H", "H", "F", "C", "F", "F", "C", "C", "C", "N", "C", "C", "H", "H", "H", "H"],
  "coordinates": [[-0.344, -0.740, -0.395], [1.983, -1.104, -0.401], [2.240, -1.256, 1.362], [3.417, -1.468, 1.876], [4.613, -1.242, 1.475], [5.132, -0.210, 0.744], [6.495, -0.277, 0.379], [7.057, 0.739, -0.360], [6.293, 1.848, -0.724], [4.959, 1.946, -0.316], [4.375, 0.935, 0.411], [1.223, -1.306, 2.209], [0.012, -1.146, 1.919], [-0.936, -1.155, 2.885], [-2.307, -1.133, 2.537], [-3.268, -1.132, 3.521], [-2.894, -1.125, 4.869], [-1.544, -1.172, 5.225], [-0.569, -1.189, 4.260], [5.296, -1.881, 1.901], [7.090, -1.131, 0.666], [8.094, 0.685, -0.650], [6.739, 2.647, -1.298], [4.399, 2.841, -0.541], [3.370, 1.048, 0.789], [-2.589, -1.137, 1.493], [-4.318, -1.136, 3.261], [-3.654, -1.075, 5.637], [-1.266, -1.192, 6.272], [0.483, -1.213, 4.507], [0.277, 3.987, -2.102], [0.254, 2.077, -2.433], [-1.202, 1.642, -3.642], [1.985, 1.491, -3.107], [-0.046, 1.406, -0.910], [0.366, 4.502, -3.060], [1.120, 4.243, -1.458], [-0.655, 4.271, -1.609], [-0.963, 2.053, -4.620], [-2.118, 2.113, -3.279], [-1.349, 0.565, -3.734], [2.197, 2.050, -4.018], [1.989, 0.424, -3.337], [2.758, 1.710, -2.368], [-7.051, -2.815, -1.003], [-6.562, -1.600, -0.829], [-7.201, -0.748, -1.618], [-6.793, -1.233, 0.444], [-5.053, -1.539, -1.042], [-4.436, -0.294, -0.948], [-3.056, -0.251, -0.940], [-2.308, -1.358, -1.061], [-2.898, -2.537, -1.249], [-4.281, -2.678, -1.219], [-5.013, 0.614, -0.854], [-2.540, 0.696, -0.791], [-2.272, -3.407, -1.409], [-4.730, -3.655, -1.320]],
  "lowdin_spin": [1.581, 0.594, 0.168, 0.027, 0.232, 0.058, 0.090, 0.001, 0.136, 0.014, 0.092, -0.070, 0.253, 0.082, 0.058, 0.011, 0.123, 0.006, 0.074, 0.003, 0.002, -0.002, 0.006, -0.001, 0.010, 0.002, -0.001, 0.005, -0.001, 0.003, 0.019, 0.017, -0.001, 0.002, 0.258, 0.003, 0.000, 0.000, 0.000, 0.000, 0.001, 0.000, 0.001, 0.001, 0.000, 0.001, 0.000, 0.000, 0.007, 0.005, 0.024, 0.081, 0.016, 0.004, 0.000, 0.004, 0.002, 0.000],
  "charge": 3,
  "homo_energy_ev": [-16.8, -17.5],
  "homo_lumo_gap_ev": [6.4, 5.1],
  "e_above_lowest_ev": 0.399,
  "spin_multiplicity": 5,
  "e_tot_ev": -115742.5553
}

No. 3
{
  "formula": "C22H24AsN7O6SSeW",
  "method": "ωB97M-V/def2-TZVPD",
  "elements": ["W", "O", "As", "O", "O", "C", "C", "C", "C", "C", "C", "S", "O", "O", "O", "H", "H", "H", "H", "H", "C", "N", "C", "C", "N", "C", "C", "Se", "H", "H", "H", "H", "H", "H", "H", "H", "C", "C", "N", "C", "C", "N", "C", "N", "N", "N", "C", "C", "C", "C", "C", "C", "H", "H", "H", "H", "H", "H", "H", "H", "H", "H", "H"],
  "coordinates": [[-0.054, 0.281, -1.034], [3.892, -0.650, -0.627], [2.661, 0.239, -1.544], [0.294, -0.547, -2.487], [1.563, 0.362, -0.149], [3.247, 2.108, -1.102], [4.578, 2.472, -1.067], [4.954, 3.729, -0.601], [4.010, 4.648, -0.177], [2.663, 4.330, -0.228], [2.297, 3.064, -0.675], [0.573, 2.852, -0.966], [-0.044, 4.112, -1.177], [0.490, 1.895, -2.159], [-0.219, 2.000, 0.031], [4.592, -1.050, -1.159], [5.328, 1.772, -1.413], [6.004, 3.992, -0.572], [4.316, 5.622, 0.176], [1.902, 5.048, 0.048], [-2.095, -0.650, -3.971], [-2.398, 0.631, -3.319], [-3.127, 1.606, -3.910], [-3.346, 2.580, -2.972], [-2.749, 2.176, -1.829], [-2.978, 2.876, -0.555], [-2.099, 1.008, -2.049], [-2.096, -0.484, -0.054], [-2.730, -0.742, -4.847], [-2.313, -1.463, -3.285], [-1.055, -0.693, -4.270], [-3.460, 1.543, -4.933], [-3.888, 3.510, -3.039], [-2.664, 3.912, -0.651], [-2.421, 2.404, 0.246], [-4.039, 2.833, -0.324], [1.500, -1.966, 1.953], [0.906, -2.627, 0.757], [0.422, -1.999, -0.320], [-0.075, -2.985, -1.171], [0.141, -4.189, -0.611], [0.754, -3.947, 0.605], [1.205, -5.008, 1.513], [2.029, -5.934, 0.813], [1.635, -7.240, 0.686], [2.474, -7.856, -0.039], [3.463, -6.968, -0.437], [4.586, -7.154, -1.245], [5.371, -6.052, -1.495], [5.064, -4.791, -0.952], [3.960, -4.590, -0.150], [3.173, -5.716, 0.101], [1.628, -0.909, 1.749], [2.478, -2.382, 2.197], [0.854, -2.088, 2.824], [-0.505, -2.746, -2.126], [-0.068, -5.188, -0.959], [0.349, -5.567, 1.885], [1.737, -4.560, 2.349], [4.824, -8.130, -1.645], [6.250, -6.154, -2.117], [5.716, -3.955, -1.174], [3.725, -3.609, 0.248]],
  "nbo_charge": [1.676, -1.031, 1.550, -0.622, -0.924, -0.367, -0.195, -0.130, -0.195, -0.157, -0.299, 2.351, -0.868, -0.894, -0.915, 0.508, 0.233, 0.245, 0.249, 0.253, -0.408, -0.309, 0.027, 0.005, -0.303, -0.423, 0.223, 0.358, 0.245, 0.232, 0.262, 0.270, 0.273, 0.258, 0.252, 0.243, -0.682, 0.444, -0.518, -0.087, -0.046, -0.326, -0.038, -0.247, -0.005, -0.166, 0.023, -0.154, -0.224, -0.163, -0.289, 0.151, 0.261, 0.256, 0.250, 0.234, 0.262, 0.255, 0.224, 0.247, 0.234, 0.214, 0.211],
  "charge": 2,
  "homo_energy_ev": [-13.1, -13.1],
  "homo_lumo_gap_ev": [3.7, 3.7],
  "e_above_lowest_ev": 4.549,
  "e_tot_ev": -184749.1513
}